DFT (ωB97M-V/def2-TZVPD) results for a molecular structure, C24H51AuN3OPS at a distorted geometry.

Values from the calculation:
energy = -56048.240 eV
highest occupied orbital energy = -6.977 eV
orbital gap = 7.60 eV
energy above the lowest of the compared OMol25 structures with the same formula, charge and spin = 4.5 kcal/mol
molar mass = 657.7 g mol⁻¹
strongest force on any atom = 2.42 eV Å⁻¹

Last column: Mulliken charge in e.
Element x y z (Å)
Au 0.797 0.341 -0.288  0.3489
C -2.539 5.643 -0.099  -1.1439
C -3.053 4.680 0.965  -0.1550
C -1.904 3.924 1.607  -0.9491
S -1.162 2.548 0.567  0.3585
O -1.213 3.004 -0.834  -0.5557
C -2.578 1.338 0.735  0.3877
C -3.390 1.248 -0.546  -0.4321
C -3.011 0.047 -1.402  -0.9271
H -3.358 6.170 -0.584  0.3574
H -1.982 5.091 -0.850  0.1783
H -1.874 6.375 0.353  0.3572
H -3.756 3.977 0.517  0.1499
H -3.597 5.238 1.736  0.3832
H -2.197 3.438 2.535  0.3750
H -1.075 4.601 1.811  0.4575
H -3.179 1.658 1.581  0.6593
H -2.087 0.398 0.980  -0.8951
H -3.206 2.157 -1.131  0.1600
H -4.457 1.203 -0.310  0.3642
H -1.946 0.065 -1.620  -0.1243
H -3.557 0.063 -2.343  0.4255
H -3.241 -0.884 -0.889  0.3582
N 1.021 0.959 -2.105  -0.3939
C 0.355 1.287 -2.997  0.4333
N -0.331 1.627 -4.032  -0.0001
C -0.175 2.927 -4.654  -0.7099
C 0.470 2.763 -6.032  -0.6394
C -0.361 1.803 -6.882  -0.6203
C -0.482 0.456 -6.171  -0.7285
C -1.101 0.657 -4.786  -0.6544
H 0.431 3.560 -4.003  0.4747
H -1.168 3.380 -4.755  0.2905
H 1.479 2.367 -5.915  0.3000
H 0.540 3.738 -6.518  0.3432
H 0.098 1.670 -7.864  0.3209
H -1.356 2.225 -7.042  0.2983
H 0.508 0.007 -6.064  0.3143
H -1.107 -0.225 -6.748  0.3561
H -1.135 -0.284 -4.230  0.4998
H -2.125 1.040 -4.884  0.2732
C 2.801 -0.465 3.912  -1.9393
C 2.999 -1.269 2.626  2.1585
C 3.666 -0.314 1.635  -1.6614
C 3.923 -2.445 2.929  -1.8847
P 1.196 -1.631 1.963  0.3111
N 0.433 -0.389 1.479  -0.2379
C 1.362 -3.102 0.678  2.3164
C 0.074 -3.098 -0.151  -1.5299
C 1.620 -4.504 1.225  -2.0162
C 2.502 -2.741 -0.274  -1.8283
C 0.140 -2.273 3.434  2.0976
C -1.125 -2.844 2.789  -1.7472
C -0.293 -1.043 4.235  -1.8266
C 0.733 -3.316 4.373  -1.9077
H 3.732 0.034 4.186  0.6058
H 2.518 -1.103 4.743  0.2321
H 2.039 0.295 3.756  0.3552
H 4.558 0.126 2.084  0.5371
H 2.971 0.491 1.391  0.1791
H 3.964 -0.802 0.714  0.2619
H 4.802 -2.070 3.457  0.5083
H 4.273 -2.937 2.025  0.2777
H 3.436 -3.180 3.564  0.2619
H -0.699 -3.728 0.276  0.3102
H 0.264 -3.453 -1.165  0.4807
H -0.302 -2.075 -0.222  0.1310
H 0.782 -4.875 1.809  0.2997
H 2.515 -4.536 1.840  0.2607
H 1.764 -5.188 0.386  0.5207
H 2.386 -1.708 -0.608  0.2408
H 2.476 -3.384 -1.156  0.6149
H 3.473 -2.865 0.191  0.2930
H -1.482 -2.156 2.026  0.0743
H -1.905 -2.964 3.541  0.6610
H -0.948 -3.818 2.345  0.1888
H -0.382 -0.196 3.555  0.2600
H 0.408 -0.798 5.026  0.2958
H -1.262 -1.217 4.701  0.5011
H 1.116 -4.179 3.837  0.2568
H -0.055 -3.658 5.047  0.5281
H 1.531 -2.902 4.984  0.2629